[1]
Formula: H22O11
Source: the OMol25 dataset
Level of theory: ωB97M-V/def2-TZVPD

Results
- structure (SMILES) = O.O.O.O.O.O.O.O.O.O.O
- gap between HOMO and LUMO (Eh) = 0.3652
- energy (eV) = -22879.54860

The geometry in XYZ format:
```
33
Properties=species:S:1:pos:R:3:forces:R:3:lowdin_charge:R:1
O 1.734388 2.250579 2.204391 0.6 0.6 -0.4 -0.065
H 1.406430 2.767793 2.940029 -0.1 0.1 0.1 0.028
H 1.096561 1.543845 2.104660 -0.3 -0.3 0.2 -0.031
O 0.230887 -2.357864 1.452719 0.4 0.0 0.0 -0.040
H 0.341652 -2.745811 0.584697 -0.4 -0.3 -0.8 0.036
H 1.096175 -2.422818 1.856807 0.2 0.1 0.4 0.081
O -0.487016 2.585907 -1.078883 0.0 0.2 -0.2 -0.036
H -0.870855 1.801579 -0.686801 -0.1 -0.3 0.3 -0.002
H -1.055200 3.300567 -0.791380 -0.1 0.2 0.0 0.048
O 0.427894 0.063759 2.982680 0.2 -0.2 0.1 -0.047
H -0.363021 -0.396050 2.701160 -0.7 -0.1 0.3 0.003
H 0.465741 -0.080606 3.928168 0.1 0.0 0.3 0.070
O -0.417337 -2.780638 -1.376776 0.4 -0.1 0.2 -0.032
H -0.741675 -3.435935 -1.994526 0.0 -0.3 -0.1 0.051
H -1.097235 -2.107011 -1.362534 -0.2 0.4 0.2 0.021
O 0.292244 0.771203 -3.857888 -0.5 0.3 -1.0 -0.063
H 0.514522 -0.097174 -4.193662 0.0 -0.2 -0.1 0.020
H 0.756054 0.831540 -3.022740 -0.4 0.1 0.2 -0.047
O 2.241081 3.426817 -1.423315 0.6 0.3 -0.3 -0.063
H 1.616062 3.791165 -0.796544 -0.2 -0.1 0.1 0.015
H 2.137393 2.478725 -1.342090 -0.2 -0.2 0.1 -0.015
O 1.699862 0.203449 -1.840720 0.7 -0.1 0.8 -0.035
H 2.406801 0.076300 -2.473419 0.4 0.1 -0.2 0.084
H 1.798683 -0.520051 -1.221837 -0.1 -0.4 0.1 0.065
O -0.311924 0.211922 0.313550 -0.4 0.1 -0.4 -0.033
H -0.108793 -0.512286 0.905561 0.0 -0.5 0.0 -0.010
H 0.534048 0.463589 -0.056891 0.2 0.4 -0.1 0.019
O -2.085280 -1.794399 2.701700 -0.4 0.5 0.3 -0.047
H -2.252181 -2.488072 3.339819 -0.1 -0.1 0.2 0.042
H -1.348428 -2.117518 2.183178 0.3 -0.4 -0.3 -0.028
O -3.366047 -0.971364 -0.537403 0.1 -0.3 0.1 -0.038
H -2.809258 -0.243311 -0.813384 0.2 0.4 0.0 0.020
H -3.482230 -1.497833 -1.328324 -0.2 -0.1 -0.2 0.028
```
Positions in Å, forces in eV/Å.

---

[2]
Formula: C4H15NO3
Source: the OMol25 dataset
Level of theory: ωB97M-V/def2-TZVPD

Results
- structure (SMILES) = CNCCCO.O.O
- gap between HOMO and LUMO (Eh) = 0.3426
- energy (eV) = -12023.43424

The geometry in XYZ format:
```
23
Properties=species:S:1:pos:R:3:forces:R:3:lowdin_charge:R:1
C 0.767524 -1.002344 -1.768052 -0.6 -0.2 -0.1 -0.126
N -0.082008 -1.904621 -0.984460 0.3 0.4 0.1 -0.120
C -1.220368 -1.248459 -0.335885 -0.1 0.0 0.0 -0.231
C -1.186166 -1.191243 1.194891 0.1 0.2 -0.6 -0.171
C -0.266344 -0.152236 1.782930 0.5 0.2 0.4 -0.230
O 1.128688 -0.282635 1.444799 0.0 0.4 0.0 -0.096
H 1.596386 -1.589855 -2.159179 0.2 0.3 0.0 0.078
H 0.194284 -0.611506 -2.609798 0.0 -0.2 -0.1 0.079
H 1.086053 -0.118031 -1.217495 0.4 0.0 0.2 0.052
H 0.495405 -2.352098 -0.284715 -0.1 -0.2 0.0 0.077
H -1.376053 -0.240388 -0.736770 0.2 0.0 0.0 0.112
H -2.108697 -1.801325 -0.611570 -0.4 -0.2 0.0 0.100
H -2.187533 -0.910192 1.499978 -0.3 -0.1 0.3 0.114
H -0.988461 -2.194785 1.579484 0.1 0.0 0.2 0.117
H -0.334301 -0.099640 2.870998 -0.1 -0.4 0.1 0.115
H -0.548965 0.851988 1.466790 -0.1 0.0 -0.4 0.114
H 1.387947 -1.175047 1.208664 -0.3 -0.1 0.1 0.085
O 1.395441 2.161200 0.146806 0.1 -0.1 0.1 -0.060
H 1.432758 1.350672 0.683932 0.2 -0.1 -0.1 0.005
H 2.040590 2.762346 0.527603 -0.1 0.0 0.0 0.056
O -1.017609 2.529770 -1.342191 -0.4 -0.2 0.0 -0.080
H -0.181855 2.269427 -0.925222 0.1 0.4 -0.1 -0.021
H -0.818953 3.086659 -2.101859 0.2 -0.2 0.2 0.032
```
Positions in Å, forces in eV/Å.

---

[3]
Formula: C5H34NO13
Source: the OMol25 dataset
Level of theory: ωB97M-V/def2-TZVPD

Results
- gap between HOMO and LUMO (Eh) = 0.3121
- charge = -1
- energy (eV) = -33844.38873

The geometry in XYZ format:
```
53
Properties=species:S:1:pos:R:3:forces:R:3:lowdin_charge:R:1
C 0.639469 -0.609338 0.907350 1.8 0.2 -0.3 -0.247
N 0.460125 -1.454467 -0.268892 -2.5 -1.7 1.0 -0.014
C -0.983428 -1.897730 -0.416969 1.5 -1.0 -0.2 -0.265
C -1.189677 -3.117524 0.533298 -2.0 2.9 -0.4 -0.207
O -2.568179 -3.440668 0.501155 -1.1 -1.4 -0.6 -0.084
C -1.275305 -2.273765 -1.906916 1.1 1.9 -0.3 -0.149
O -0.496313 -1.327272 -2.667807 -0.9 1.1 -0.2 -0.174
C 1.987171 -0.989460 1.600020 -0.2 0.2 -2.2 -0.091
H -0.091727 -0.854458 1.678243 -0.6 0.5 -0.5 0.097
H 0.665961 0.469016 0.620904 -0.5 -0.5 0.6 0.116
H 0.815439 -1.218743 -1.175111 0.5 0.6 -0.1 0.065
H -1.647705 -1.061699 -0.163929 -0.1 -0.1 0.3 0.137
H -0.648007 -3.957381 0.133060 0.4 -0.3 0.6 0.119
H -1.109618 -2.768033 1.574704 1.5 -0.6 -0.3 0.105
H -3.099852 -2.661520 0.673141 0.1 0.2 0.0 0.082
H -0.938435 -3.249365 -2.251905 0.2 -0.2 0.5 0.123
H -2.304662 -2.148663 -2.253739 -0.2 -0.2 0.7 0.118
H 1.983066 -2.074535 1.596511 0.5 0.4 -0.2 0.007
H 1.973692 -0.686285 2.644255 0.7 0.7 -0.1 0.067
H 2.802213 -0.637775 0.879691 -0.6 -0.3 1.7 0.104
H 1.329208 -0.740560 -3.328850 -0.9 -1.3 0.0 -0.025
H 2.657857 -0.371021 -3.302690 -0.2 -2.3 0.6 0.060
O 2.136985 -1.239411 -3.168008 1.6 2.5 -0.8 -0.115
H -1.663444 2.062437 2.949681 -0.1 -0.1 -0.1 -0.022
H -0.700343 2.518329 4.059020 -0.6 -0.5 -0.5 0.003
O -1.498609 1.980430 3.895999 0.2 0.2 0.7 -0.102
H -0.271813 1.357329 -3.934718 0.0 0.1 -0.1 0.022
H -1.137758 1.717641 -2.597664 -0.3 -0.4 -1.4 -0.002
O -1.094401 1.133962 -3.488447 0.2 0.4 1.1 -0.140
H -0.844631 -0.368419 -2.584029 0.1 -1.9 -0.6 0.077
H -1.644433 2.403895 0.785428 -0.6 -0.3 -0.4 -0.022
O -2.454957 1.875212 0.997907 -0.1 -0.3 1.0 -0.103
H 0.584444 3.970504 -1.398204 -0.4 -0.3 1.1 -0.006
H 1.660152 4.210220 -0.210549 -1.2 -0.4 -0.1 0.017
O 1.449775 4.267588 -1.141594 2.5 1.0 -1.8 -0.076
H 0.799278 -2.341831 3.148273 0.1 -0.3 0.1 0.037
H 0.153287 -3.723767 3.144413 0.1 -0.1 -0.1 0.060
O 1.006224 -3.284006 3.062506 -0.6 0.4 1.2 -0.069
H -2.079237 3.236685 -2.093161 0.0 0.2 0.1 0.049
H -1.003679 3.059429 -0.710217 -0.9 0.0 -0.4 0.017
O -1.641627 2.572557 -1.553955 0.8 0.6 0.7 -0.161
H -3.036237 1.775726 0.239663 0.6 0.3 -0.2 0.020
H -0.599788 4.132505 0.957453 -0.7 0.3 -0.6 0.023
O -0.347591 3.428643 0.353523 -0.1 -0.5 0.7 -0.317
H 2.271041 1.865835 -2.182285 -0.7 0.0 0.3 0.060
H 0.995497 0.887878 -2.377562 0.3 0.5 0.7 0.025
O 1.787493 1.273837 -2.771235 0.3 0.6 -0.7 -0.058
H 1.443866 3.625724 3.102673 0.0 0.0 -0.3 0.039
H 0.541242 3.276497 1.828265 0.1 -0.4 0.4 0.002
O 0.651945 3.165193 2.809818 0.5 0.3 -0.1 -0.090
H 2.219530 -3.900896 1.789788 -0.3 -0.4 -0.4 -0.001
H 1.359031 -3.613692 0.566524 0.3 0.0 -0.1 -0.012
O 1.997462 -4.254798 0.915196 0.4 -0.3 -0.4 -0.100
```
Positions in Å, forces in eV/Å.

---

[4]
Formula: C5H13NO
Source: the OMol25 dataset
Level of theory: ωB97M-V/def2-TZVPD

Results
- structure (SMILES) = CC[C@H](C)NCO
- gap between HOMO and LUMO (Eh) = 0.3573
- energy (eV) = -8932.74708

The geometry in XYZ format:
```
20
Properties=species:S:1:pos:R:3:forces:R:3:lowdin_charge:R:1
C -0.215381 2.380866 -0.700338 -0.3 -0.4 -0.7 -0.096
C -0.718541 0.954265 -0.451303 -0.1 0.6 0.4 -0.230
C 0.371336 -0.109056 -0.595378 0.9 -1.2 0.3 -0.402
C 0.639157 -0.363798 -2.083762 -0.6 0.4 0.3 -0.059
N -0.000195 -1.373071 0.082016 -1.5 -0.2 1.8 -0.030
C -0.462969 -1.236040 1.476661 -1.2 0.4 -1.7 -0.313
O 0.272281 -0.387818 2.320852 0.2 0.0 0.1 -0.044
H 0.610770 2.638484 -0.032912 0.0 0.1 -0.3 0.079
H -1.028964 3.098398 -0.583835 0.0 0.0 0.3 0.070
H 0.027506 2.447237 -1.768030 0.6 0.3 0.3 0.067
H -1.536245 0.783613 -1.157089 0.1 -0.4 0.0 0.114
H -1.183765 0.955315 0.525821 0.1 -0.2 0.3 0.086
H 1.321728 0.163569 -0.097081 -0.4 0.8 -0.4 0.136
H -0.309381 -0.349115 -2.619167 -0.2 -0.4 0.0 0.074
H 1.118695 -1.329789 -2.235519 0.3 0.3 -0.2 0.074
H 1.150818 0.501315 -2.509402 0.6 -0.4 0.0 0.072
H 0.568843 -2.202067 0.141014 1.0 0.4 -1.3 0.096
H -1.447504 -0.768830 1.387142 0.0 -0.2 0.6 0.102
H -0.573409 -2.247409 1.880407 0.1 0.1 0.0 0.120
H 1.112508 -0.814955 2.490473 0.3 0.0 0.2 0.083
```
Positions in Å, forces in eV/Å.

---

What is the formula in the second record? C4H15NO3

---

What did the second record say?
Formula: C4H15NO3
Source: the OMol25 dataset
Level of theory: ωB97M-V/def2-TZVPD

Results
- structure (SMILES) = CNCCCO.O.O
- gap between HOMO and LUMO (Eh) = 0.3426
- energy (eV) = -12023.43424

The geometry in XYZ format:
```
23
Properties=species:S:1:pos:R:3:forces:R:3:lowdin_charge:R:1
C 0.767524 -1.002344 -1.768052 -0.6 -0.2 -0.1 -0.126
N -0.082008 -1.904621 -0.984460 0.3 0.4 0.1 -0.120
C -1.220368 -1.248459 -0.335885 -0.1 0.0 0.0 -0.231
C -1.186166 -1.191243 1.194891 0.1 0.2 -0.6 -0.171
C -0.266344 -0.152236 1.782930 0.5 0.2 0.4 -0.230
O 1.128688 -0.282635 1.444799 0.0 0.4 0.0 -0.096
H 1.596386 -1.589855 -2.159179 0.2 0.3 0.0 0.078
H 0.194284 -0.611506 -2.609798 0.0 -0.2 -0.1 0.079
H 1.086053 -0.118031 -1.217495 0.4 0.0 0.2 0.052
H 0.495405 -2.352098 -0.284715 -0.1 -0.2 0.0 0.077
H -1.376053 -0.240388 -0.736770 0.2 0.0 0.0 0.112
H -2.108697 -1.801325 -0.611570 -0.4 -0.2 0.0 0.100
H -2.187533 -0.910192 1.499978 -0.3 -0.1 0.3 0.114
H -0.988461 -2.194785 1.579484 0.1 0.0 0.2 0.117
H -0.334301 -0.099640 2.870998 -0.1 -0.4 0.1 0.115
H -0.548965 0.851988 1.466790 -0.1 0.0 -0.4 0.114
H 1.387947 -1.175047 1.208664 -0.3 -0.1 0.1 0.085
O 1.395441 2.161200 0.146806 0.1 -0.1 0.1 -0.060
H 1.432758 1.350672 0.683932 0.2 -0.1 -0.1 0.005
H 2.040590 2.762346 0.527603 -0.1 0.0 0.0 0.056
O -1.017609 2.529770 -1.342191 -0.4 -0.2 0.0 -0.080
H -0.181855 2.269427 -0.925222 0.1 0.4 -0.1 -0.021
H -0.818953 3.086659 -2.101859 0.2 -0.2 0.2 0.032
```
Positions in Å, forces in eV/Å.

---

Which value of gap between HOMO and LUMO does entry 2 give? 0.3426 Eh